# 1
The following is a quantum chemistry calculation of a cluster of 5 separate species, C65H49ClN3O8 in total at a distorted geometry, from the OMol25 dataset.

The geometry in XYZ format:
```
126
C65H49ClN3O8 (the ωB97M-V functional and the def2-TZVPD basis)
C 1.47271 1.56647 2.35067
C 0.79890 0.11399 1.87098
C -0.71824 0.10982 2.57386
N -1.66996 -0.73910 1.75583
C -3.08873 -0.70143 2.28474
N -3.70514 -1.54865 3.38221
C -5.14124 -1.01823 3.49867
N -5.56327 0.09941 2.56757
C -4.26243 0.33472 1.77473
C -4.07691 1.50658 0.60027
C -3.43461 2.81690 1.41762
C -4.61872 3.87341 1.92677
Cl -2.08346 3.67771 0.48524
H 2.59458 1.67617 2.03595
H 0.76204 2.39348 1.89369
H 1.30971 1.59407 3.53091
H 1.42443 -0.81336 2.21740
H 0.70349 0.03603 0.69730
H -1.05917 1.25100 2.56064
H -0.57647 -0.24012 3.68518
H -1.27683 -1.70573 1.74442
H -3.22270 -2.30248 3.94069
H -5.85495 -1.47371 4.30911
H -6.45738 0.63409 2.47139
H -3.32209 1.16089 -0.25675
H -5.11524 1.76047 0.11046
H -2.96270 2.38711 2.42255
H -5.46730 3.29238 2.48543
H -5.01145 4.51033 1.02528
H -4.06862 4.58476 2.71144
C 7.54674 2.24976 -0.74130
C 8.83172 2.79178 -0.73483
C 9.24055 3.60668 0.32208
C 8.35714 3.89068 1.37061
C 7.06433 3.36874 1.35176
C 6.66176 2.53670 0.29897
C 6.10800 3.70185 2.42718
O 4.97329 3.24091 2.41321
C 6.53586 4.60486 3.51419
C 5.62158 4.97524 4.50906
C 6.02177 5.81822 5.54807
C 7.33485 6.28495 5.60176
C 8.24620 5.92211 4.60897
C 7.84275 5.08811 3.55778
C 8.80419 4.73903 2.49328
O 9.95713 5.15254 2.53721
H 7.23114 1.60721 -1.56035
H 9.51718 2.57841 -1.55202
H 10.24694 4.02210 0.32302
H 5.65847 2.11454 0.28441
H 4.59539 4.61267 4.47627
H 5.30881 6.10877 6.31667
H 7.64883 6.93577 6.41494
H 9.26833 6.29432 4.65482
C 0.50855 4.54275 12.09589
C 0.27686 5.58476 11.19836
C 0.67287 5.45960 9.86577
C 1.31392 4.29298 9.43158
C 1.56754 3.26129 10.33459
C 1.15348 3.38159 11.66756
C 2.28717 2.04693 9.89924
O 2.50721 1.13869 10.69101
C 2.74514 1.94687 8.49912
C 3.47908 0.82677 8.08737
C 3.90456 0.71795 6.76168
C 3.59124 1.71991 5.84364
C 2.86507 2.83948 6.25239
C 2.44973 2.95744 7.58540
C 1.71319 4.16214 8.01616
O 1.44143 5.04537 7.21103
H 0.19171 4.63649 13.13230
H -0.21443 6.49489 11.53521
H 0.48403 6.27507 9.16954
H 1.33589 2.57463 12.37507
H 3.72516 0.03851 8.79709
H 4.47883 -0.15015 6.44534
H 3.91631 1.63197 4.80922
H 2.62841 3.62002 5.53119
C -1.74927 1.78403 -2.51517
C -2.12560 2.13628 -3.81106
C -2.12114 1.17669 -4.82469
C -1.72728 -0.13736 -4.54429
C -1.32755 -0.48353 -3.25413
C -1.34961 0.47672 -2.23426
C -0.86288 -1.85411 -2.95803
O -0.51495 -2.15994 -1.82417
C -0.81531 -2.84759 -4.04927
C -0.32228 -4.13419 -3.79547
C -0.28628 -5.08395 -4.81869
C -0.74990 -4.75564 -6.09232
C -1.23635 -3.47301 -6.34939
C -1.25985 -2.51427 -5.32782
C -1.74281 -1.14991 -5.61874
O -2.14613 -0.85917 -6.73900
H -1.76153 2.52961 -1.72316
H -2.42493 3.15826 -4.03270
H -2.42117 1.45769 -5.83286
H -1.05192 0.21040 -1.22160
H 0.03864 -4.39960 -2.80305
H 0.10181 -6.08078 -4.62074
H -0.72871 -5.49746 -6.88773
H -1.59207 -3.22247 -7.34743
C -4.59793 -10.36664 -7.99451
C -5.71740 -10.67886 -8.76542
C -6.25830 -9.72532 -9.62940
C -5.68509 -8.45067 -9.71400
C -4.58086 -8.13068 -8.92506
C -4.02867 -9.09476 -8.07163
C -3.99851 -6.77386 -8.96942
O -3.02632 -6.49303 -8.27934
C -4.60971 -5.75863 -9.85023
C -4.10373 -4.45220 -9.85890
C -4.66739 -3.48932 -10.69882
C -5.72877 -3.82954 -11.53703
C -6.23845 -5.12875 -11.52636
C -5.68376 -6.09252 -10.67384
C -6.25305 -7.45427 -10.64382
O -7.18887 -7.75287 -11.37681
H -4.17075 -11.11269 -7.32798
H -6.16873 -11.66610 -8.69586
H -7.12919 -9.97785 -10.23205
H -3.15829 -8.85646 -7.46279
H -3.27319 -4.17916 -9.20986
H -4.27635 -2.47415 -10.70014
H -6.16333 -3.08158 -12.19668
H -7.07040 -5.38575 -12.17996
```

Summary:
- Gap between HOMO and LUMO: 6.76 eV
- HOMO: -10.828 eV
- M: 1035.57 Da
- Charge: +1

=====

# 2
The following is a quantum chemistry calculation of a structure of composition C23H27F4N7O3SV at a distorted geometry, from the OMol25 dataset.

The geometry in XYZ format:
```
66
C23H27F4N7O3SV (the ωB97M-V functional and the def2-TZVPD basis)
V 0.24688 -0.40549 -0.12705
N 0.26426 -0.71141 -4.92087
C 0.21800 -1.07896 -3.55297
S -1.32036 -1.48143 -2.87507
N 1.39204 -1.06432 -2.99226
N 1.34441 -1.43314 -1.59102
C 2.23416 -2.31759 -1.35834
C 2.57209 -2.91696 -0.06716
C 3.68262 -3.75917 -0.03105
C 4.09071 -4.40027 1.12497
C 3.33319 -4.18796 2.28877
C 2.22766 -3.36945 2.28457
C 1.80674 -2.69207 1.10464
O 0.77589 -1.93397 1.11895
H -0.64123 -0.38252 -5.22411
H 1.01541 -0.06216 -5.10521
H 2.81424 -2.65672 -2.21650
H 4.23926 -3.90178 -0.95375
H 4.96129 -5.04369 1.12836
H 3.62394 -4.67855 3.21345
H 1.64027 -3.20096 3.17939
C -4.25196 1.50847 0.96016
N -3.14398 1.86516 0.11927
C -3.54629 2.62847 -1.02211
C -2.05076 2.46429 0.85826
C -1.43492 1.54239 1.91325
N -1.27166 0.18659 1.42748
C -1.74589 -0.80872 2.19100
C -2.00294 -2.06034 1.55776
F -1.76502 -2.13425 0.23434
C -2.49953 -3.15571 2.20125
F -2.71986 -4.28218 1.47924
C -2.81359 -3.14842 3.55851
C -2.57202 -1.95449 4.20090
F -2.81437 -1.86029 5.53967
C -2.06760 -0.83186 3.57050
F -1.78949 0.23854 4.37027
H -4.75107 2.39832 1.40128
H -4.99441 0.94980 0.38471
H -3.91204 0.86794 1.77440
H -3.99043 3.61355 -0.75487
H -2.68866 2.80374 -1.66614
H -4.28369 2.07233 -1.60694
H -1.29168 2.78988 0.14634
H -2.40649 3.36946 1.39946
H -0.46818 1.97346 2.19853
H -2.08710 1.59033 2.78741
H -3.20086 -4.01683 4.06837
C 4.24941 1.14479 0.66030
O 3.16499 0.46643 0.07306
C 1.84208 0.69155 0.64643
O 1.83513 1.52698 1.53856
H 4.98331 1.33000 -0.12988
H 4.71532 0.52402 1.43470
H 3.94477 2.08642 1.11734
C 0.03580 4.32393 -2.62614
N 0.79269 3.08431 -2.67803
C 1.50045 2.76209 -3.91156
C 0.33669 2.02715 -2.00025
N 0.02738 1.11689 -1.36519
H 0.68632 5.13743 -2.95042
H -0.28199 4.51347 -1.60307
H -0.84851 4.29973 -3.27215
H 2.19048 3.57309 -4.14945
H 0.80903 2.61985 -4.75023
H 2.05965 1.84080 -3.75408
```

Summary:
- Gap between HOMO and LUMO (spin up / spin down): 4.75 / 5.58 eV
- HOMO (spin up / spin down): -0.467 / -1.306 eV
- Spin multiplicity: 4
- M: 608.52 Da
- Charge: -2
- <S²>: 3.765